ORCA calculation (ωB97M-V/def2-TZVPD) on C5H3FNO2 as an isolated structure at a distorted geometry.

Properties
Orbital gap (spin up / spin down), eV: 7.53 / 7.53
LUMO level (spin up / spin down), eV: 3.579 / 3.579
ΔE to the lowest compared entry with this formula, charge and spin, eV: 2.974
HOMO level (spin up / spin down), eV: -3.95 / -3.95
Calculated total energy, a.u.: -497.35160

Geometry as ORCA input:
```
! wB97M-V def2-TZVPD RIJCOSX def2/J DEFGRID3
* xyz -1 1
C 0.232 0.877 0.079
C -0.754 -0.048 0.273
C 1.139 -0.296 -0.296
C 2.618 -0.371 -0.381
C -2.224 -0.053 0.202
N 0.258 -1.207 -0.049
O 3.319 -0.233 -1.396
O 2.923 -0.614 0.782
F 0.220 2.203 0.130
H -2.409 -0.068 -0.877
H -2.577 0.851 0.897
H -2.743 -1.041 0.637
*
```

Results of the natural (NBO) charge analysis, in e, for atoms 1 through 2: 0.27 0.06